Record 1
Below is C6H10FN in the gas phase, with properties calculated with wB97M-V/def2-TZVPD.

Structure (ORCA input):
```
! wB97M-V def2-TZVPD RIJCOSX def2/J DEFGRID3
* xyz 0 1
C 2.382 -0.395 -0.415
C 1.376 -1.041 0.155
C -0.030 -0.476 0.127
C -1.167 -1.255 -0.709
F -2.310 -1.033 0.078
C -0.348 -0.003 1.414
N 0.095 0.985 0.388
C -0.797 1.992 -0.383
H 2.299 0.705 -0.910
H 3.400 -0.586 -0.219
H 1.489 -2.117 0.652
H -1.566 -1.185 -1.810
H -0.865 -2.214 -0.594
H 0.524 -0.122 2.093
H -1.359 -0.193 1.978
H -1.856 1.397 -0.687
H -0.896 3.025 0.160
H -0.371 2.515 -1.315
*
```

Summary:
* molecular weight: 115.15 g/mol
* maximum force: 0.0822 hartree/bohr
* Kohn-Sham gap: 0.3633 Eh

These are the Löwdin partial charges, in e, on atoms 1 to 6: atom 1 (C): -0.01, atom 2 (C): -0.15, atom 3 (C): -0.45, atom 4 (C): -0.07, atom 5 (F): -0.10, atom 6 (C): -0.13

---

Record 2
Below is 2 unconnected molecules or ions with the total composition C6H10FNO2S2, with properties calculated with wB97M-V/def2-TZVPD.

Structure (ORCA input):
```
! wB97M-V def2-TZVPD RIJCOSX def2/J DEFGRID3
* xyz 0 1
C -0.293 0.184 -2.156
C 0.035 -0.213 1.435
C -0.655 0.915 -4.394
C 2.757 0.203 1.969
C -1.321 -2.029 3.167
C -0.775 1.101 -0.281
N 0.238 0.538 0.390
O 0.374 -0.786 -2.229
O -0.773 1.050 -2.962
F -0.633 2.349 -0.794
S 1.304 -0.782 2.433
S -1.520 -0.850 1.793
H -1.075 -0.026 -4.774
H 0.448 1.245 -4.658
H -1.323 1.722 -4.662
H 2.186 1.059 1.514
H 3.207 -0.295 1.104
H 3.429 0.556 2.807
H -2.226 -2.587 3.083
H -1.172 -1.638 4.234
H -0.465 -2.697 2.991
H -1.747 0.980 -0.009
*
```

Summary:
* molecular weight: 211.28 g/mol
* maximum force: 0.1188 hartree/bohr
* Kohn-Sham gap (alpha / beta): 0.3001 / 0.3000 Eh

These are the Löwdin partial charges, in e, on atoms 1 to 6: atom 1 (C): -0.39, atom 2 (C): -0.98, atom 3 (C): -0.02, atom 4 (C): -0.36, atom 5 (C): -0.43, atom 6 (C): -0.27

---

Record 3
Below is a molecular structure, C6H10IN2O2, with properties calculated with wB97M-V/def2-TZVPD.

Structure (ORCA input):
```
! wB97M-V def2-TZVPD RIJCOSX def2/J DEFGRID3
* xyz 1 1
C 1.215 1.364 0.481
C 0.943 0.840 -0.727
C -0.021 -1.410 -0.871
C 0.709 0.971 1.913
C -0.416 -2.717 -2.905
C -1.381 1.124 3.138
N 1.194 -0.371 2.100
N 0.602 -0.345 -1.359
O -0.431 -2.430 -1.503
O -0.662 1.097 1.840
I -0.071 -1.696 1.509
H 1.665 2.244 0.570
H 1.345 1.620 -1.515
H 1.039 1.795 2.518
H 0.539 -3.284 -3.296
H -0.580 -1.683 -3.358
H -1.295 -3.435 -3.143
H -0.897 1.925 3.573
H -1.320 0.331 3.821
H -2.383 1.203 2.982
H 0.950 -0.284 -2.288
*
```

Summary:
* molecular weight: 269.06 g/mol
* maximum force: 0.1049 hartree/bohr
* Kohn-Sham gap (alpha / beta): 0.2736 / 0.2722 Eh

These are the Löwdin partial charges, in e, on atoms 1 to 6: atom 1 (C): 0.03, atom 2 (C): -0.10, atom 3 (C): -0.41, atom 4 (C): -0.58, atom 5 (C): -0.01, atom 6 (C): -0.02

---

Record 4
Below is a molecular structure, C6H10KLiO3, with properties calculated with wB97M-V/def2-TZVPD.

Structure (ORCA input):
```
! wB97M-V def2-TZVPD RIJCOSX def2/J DEFGRID3
* xyz 0 1
C 2.303 0.939 1.588
C 1.560 -0.116 1.156
C 0.092 -0.236 1.353
C -0.248 -1.321 2.216
O -1.197 -2.142 2.028
O 3.585 1.107 1.426
Li 4.978 0.234 0.857
K -2.876 -2.760 -0.069
H 1.743 1.799 2.007
H 2.064 -0.981 0.709
H -0.383 0.702 1.676
H 0.374 -1.502 3.116
C -0.711 0.645 -2.624
C -2.089 0.464 -1.993
O -1.949 -0.430 -0.920
H -0.712 1.496 -3.320
H 0.011 0.703 -1.795
H -0.430 -0.312 -3.092
H -2.804 0.486 -2.841
H -2.397 1.428 -1.542
H -0.914 -0.205 0.064
*
```

Summary:
* molecular weight: 176.18 g/mol
* maximum force: 0.0644 hartree/bohr
* Kohn-Sham gap: 0.1806 Eh

These are the Löwdin partial charges, in e, on atoms 1 to 6: atom 1 (C): -0.40, atom 2 (C): -0.18, atom 3 (C): -0.25, atom 4 (C): -0.30, atom 5 (O): -0.16, atom 6 (O): -0.36

---

Record 5
Below is a molecular structure, C6H10MnO6, with properties calculated with wB97M-V/def2-TZVPD.

Structure (ORCA input):
```
! wB97M-V def2-TZVPD RIJCOSX def2/J DEFGRID3
* xyz 3 7
O -1.371 -2.034 -0.167
C -1.520 -1.521 0.899
O -0.598 -1.030 1.742
C 0.746 -0.688 1.268
C 1.002 0.795 1.414
C 0.081 1.725 0.626
C -0.030 1.450 -0.852
O 1.333 1.555 -1.433
C 1.548 1.295 -2.645
O 0.594 0.924 -3.422
O 2.723 1.462 -3.107
H 0.805 -1.048 0.237
H 1.417 -1.269 1.908
H 2.047 0.943 1.108
H 0.950 1.070 2.477
H 0.408 2.762 0.775
H -0.947 1.672 1.015
H -0.647 2.202 -1.356
H -0.394 0.442 -1.085
H 2.840 1.281 -4.058
Mn -1.807 -1.029 3.406
O -2.474 -1.968 1.742
H -2.903 -2.760 1.251
*
```

Summary:
* molecular weight: 233.08 g/mol
* maximum force: 0.1051 hartree/bohr
* Kohn-Sham gap (alpha / beta): 0.3187 / 0.3023 Eh

These are the Löwdin partial charges, in e, on atoms 1 to 6: atom 1 (O): 0.28, atom 2 (C): -0.56, atom 3 (O): -0.09, atom 4 (C): -0.07, atom 5 (C): -0.14, atom 6 (C): -0.14

---

Record 6
Below is 2 unconnected molecules or ions with the total composition C6H10N, with properties calculated with wB97M-V/def2-TZVPD.

Structure (ORCA input):
```
! wB97M-V def2-TZVPD RIJCOSX def2/J DEFGRID3
* xyz 1 1
C 0.756 -0.082 0.052
C 0.007 -1.946 1.547
C -2.121 0.376 -0.534
C -3.223 -0.399 -0.280
C 1.450 0.773 -0.643
C 2.956 1.195 -0.466
N 0.517 -0.981 0.865
H 0.577 -2.354 2.390
H -1.060 -2.216 1.501
H -1.183 0.005 -1.095
H -2.054 1.458 -0.319
H -4.111 0.043 0.148
H -3.336 -1.483 -0.654
H 0.987 1.491 -1.206
H 3.490 0.606 0.294
H 2.965 2.274 -0.045
H 3.383 1.241 -1.553
*
```

Summary:
* molecular weight: 96.15 g/mol
* maximum force: 0.0538 hartree/bohr
* Kohn-Sham gap: 0.2879 Eh

These are the Löwdin partial charges, in e, on atoms 1 to 6: atom 1 (C): -0.02, atom 2 (C): 0.18, atom 3 (C): -0.10, atom 4 (C): -0.05, atom 5 (C): -0.02, atom 6 (C): -0.03

---

Record 7
Below is a molecular structure, C6H10N, with properties calculated with wB97M-V/def2-TZVPD.

Structure (ORCA input):
```
! wB97M-V def2-TZVPD RIJCOSX def2/J DEFGRID3
* xyz 1 1
C 1.010 -0.706 0.707
C 1.092 0.543 0.010
C -0.429 0.228 -0.156
C -0.813 -0.914 -0.963
C 1.665 1.772 0.860
C -2.273 -1.336 -0.950
N -0.137 -1.258 0.389
H 1.692 -0.922 1.667
H 1.792 0.631 -0.944
H -1.019 0.761 0.604
H -0.061 -0.915 -1.755
H 2.823 1.780 0.731
H 1.387 1.714 1.940
H 1.215 2.693 0.421
H -2.396 -2.103 -0.140
H -2.853 -1.591 -1.864
H -2.693 -0.378 -0.557
*
```

Summary:
* molecular weight: 96.15 g/mol
* maximum force: 0.0769 hartree/bohr
* Kohn-Sham gap: 0.3832 Eh

These are the Löwdin partial charges, in e, on atoms 1 to 6: atom 1 (C): -0.02, atom 2 (C): -0.26, atom 3 (C): -0.05, atom 4 (C): -0.18, atom 5 (C): -0.03, atom 6 (C): 0.00

---

Record 8
Below is a molecular structure, C6H10N, with properties calculated with wB97M-V/def2-TZVPD.

Structure (ORCA input):
```
! wB97M-V def2-TZVPD RIJCOSX def2/J DEFGRID3
* xyz 1 3
C -0.941 0.876 -0.418
C -0.696 -0.577 -0.663
C -0.040 0.734 0.684
C 0.412 0.390 -0.701
C 1.726 0.684 -1.373
C -0.770 -1.466 0.576
N -0.642 -0.390 1.589
H -1.630 1.570 -0.727
H 0.416 1.550 1.142
H 1.788 0.853 -2.391
H 2.369 -0.027 -0.918
H 2.057 1.515 -0.887
H 0.070 -2.058 0.550
H -1.659 -2.067 0.713
H -0.929 -0.970 -1.655
H 0.009 -0.618 2.440
H -1.540 0.001 2.039
*
```

Summary:
* molecular weight: 96.15 g/mol
* maximum force: 0.1061 hartree/bohr
* Kohn-Sham gap (alpha / beta): 0.1768 / 0.2416 Eh

These are the Löwdin partial charges, in e, on atoms 1 to 6: atom 1 (C): 0.08, atom 2 (C): -0.07, atom 3 (C): -0.13, atom 4 (C): -0.14, atom 5 (C): 0.10, atom 6 (C): -0.07